43
Properties=species:S:1:pos:R:3:forces:R:3:mulliken_charge:R:1 method="wB97M-V/def2-TZVPD" orbital_gap_ev=8.7 max_force_ev_per_a=0.67 e_lumo_ev=-0.02
C 0.857 -1.161 -2.771 0.0165 0.0338 -0.0687 -1.6412
C 0.676 0.128 -2.031 0.0711 -0.0208 0.0281 0.8355
C 1.616 0.562 -1.105 -0.0045 0.0095 -0.1557 -0.3842
C 1.474 1.778 -0.463 -0.0651 0.0976 -0.1021 -0.7983
C 0.394 2.605 -0.745 0.0608 -0.1148 -0.0206 0.9922
C 0.325 3.965 -0.115 -0.4636 0.3457 0.0294 -1.0806
S -1.337 4.717 -0.003 0.1871 0.0749 0.2335 -0.1425
C -1.882 4.224 1.666 -0.0003 -0.1323 -0.4387 -0.6526
C -2.663 2.912 1.697 0.0200 0.1712 0.3453 -0.8836
N -1.862 1.761 1.358 -0.1762 0.0586 -0.1958 0.0555
C -0.995 1.232 2.259 -0.2574 -0.0411 -0.3492 -0.0714
O -0.883 1.665 3.392 0.1490 0.1099 0.2625 -0.6655
C -0.226 0.060 1.786 -0.0597 -0.4140 -0.1027 -0.4608
C -0.693 -0.836 0.912 -0.1121 0.5399 0.3824 0.0407
C -0.018 -2.044 0.471 0.2122 -0.4944 -0.1875 0.6538
C 1.313 -2.330 0.783 -0.2069 0.0274 -0.0705 -0.2618
C 1.920 -3.482 0.326 0.0351 -0.1037 -0.0380 -0.9017
C 1.197 -4.376 -0.451 -0.1874 0.2055 0.0469 0.4287
Cl 1.957 -5.816 -1.028 0.0830 -0.1499 -0.0599 -0.2240
C -0.128 -4.122 -0.769 0.1733 -0.1624 -0.0252 -0.7185
C -0.722 -2.962 -0.312 0.1318 0.1903 0.1930 -0.3815
C -0.558 2.168 -1.657 0.0837 0.0790 -0.0679 -0.6798
C -0.421 0.942 -2.284 0.0524 -0.0513 0.0480 -0.6900
H 1.524 -1.830 -2.234 0.0369 -0.1165 0.0272 0.2634
H -0.097 -1.661 -2.921 -0.0344 -0.0832 -0.0313 0.3836
H 1.289 -0.962 -3.753 0.0355 -0.0692 -0.0734 0.4448
H 2.474 -0.059 -0.891 0.0950 -0.1076 0.0359 0.3888
H 2.220 2.099 0.250 0.0878 0.0408 0.1056 0.3965
H 0.897 4.670 -0.724 0.0418 -0.0238 0.1170 0.4967
H 0.749 3.957 0.890 0.0899 0.0277 -0.0505 0.4087
H -1.004 4.157 2.306 -0.0577 0.0495 0.1018 0.3349
H -2.520 5.037 2.011 0.0323 0.0254 0.0796 0.4128
H -3.029 2.765 2.717 -0.0850 0.0089 -0.1388 0.3859
H -3.509 2.963 1.009 0.0288 -0.0126 0.0816 0.4392
H -1.745 1.540 0.381 0.0825 -0.0317 0.1140 0.1531
H 0.716 -0.077 2.294 0.1247 -0.0178 0.0409 0.4055
H -1.680 -0.693 0.489 -0.1039 0.0724 0.0027 0.3831
H 1.884 -1.639 1.383 0.0895 0.0854 0.0660 0.3364
H 2.950 -3.692 0.568 0.0845 -0.0362 0.0117 0.4032
H -0.682 -4.824 -1.372 -0.0287 -0.0748 -0.0549 0.4106
H -1.754 -2.764 -0.562 -0.1081 0.0448 -0.0307 0.4199
H -1.401 2.803 -1.886 -0.0700 0.0087 0.0031 0.3658
H -1.169 0.622 -2.995 -0.0844 -0.0484 -0.0941 0.3987

156
Properties=species:S:1:pos:R:3:forces:R:3:mulliken_charge:R:1 method="wB97M-V/def2-TZVPD" orbital_gap_ev=9.3 max_force_ev_per_a=4.34 e_lumo_ev=0.26
C -7.451 7.138 0.193 -1.1699 -0.2561 -1.6470 -0.8568
N -6.192 7.199 0.779 0.8394 2.3336 -0.3717 -0.1809
C -5.702 6.315 1.610 1.6890 -0.1013 2.1605 0.6615
C -4.376 6.653 2.234 0.7869 -0.4561 0.2986 -0.8988
O -6.235 5.288 1.949 -1.1885 -1.0758 -0.2791 -0.6409
H -8.265 6.929 0.888 0.0845 -0.0885 -0.0797 0.2755
H -7.374 6.400 -0.605 -0.8265 -0.2677 -0.0478 0.2692
H -7.578 8.103 -0.298 -0.5492 -0.0651 0.0505 0.3247
H -5.712 8.059 0.556 0.4571 -0.4814 0.5521 0.2474
H -4.350 6.376 3.288 -0.5509 0.1885 0.0592 0.2797
H -4.010 7.676 2.148 0.0216 -0.1185 -0.3381 0.3065
H -3.691 5.907 1.831 0.4137 0.3723 -0.3654 0.2132
C 1.905 -3.981 5.260 0.1919 -1.6571 0.5840 -0.8986
N 2.409 -2.691 4.970 -1.3029 1.8147 0.6573 -0.1083
C 3.225 -2.403 3.958 1.2246 0.7040 -0.5876 0.6881
C 3.651 -0.932 3.728 -0.1551 -1.3645 0.7009 -0.7997
O 3.701 -3.291 3.293 0.3440 -0.8615 -1.2580 -0.6459
H 1.765 -4.666 4.423 0.3755 0.5860 -0.4664 0.3068
H 0.926 -3.978 5.740 0.1594 0.4850 0.2594 0.3040
H 2.640 -4.465 5.904 -0.2554 -0.4623 0.2840 0.3167
H 2.247 -1.975 5.663 -0.2462 -0.0081 -0.2017 0.1438
H 3.577 -0.672 2.672 -0.5553 0.0800 0.1988 0.2638
H 4.723 -0.917 3.921 -0.0272 0.1784 0.3137 0.2422
H 3.096 -0.324 4.443 0.1980 0.5657 -0.4462 0.1897
C 4.708 -2.301 -7.525 -0.4886 0.8842 -0.6823 -0.8546
N 4.764 -3.542 -6.863 0.3081 -1.9597 0.8745 -0.1357
C 4.584 -4.736 -7.488 -1.2763 -1.8593 -2.4374 0.6817
C 4.790 -5.988 -6.627 0.2611 -0.4860 0.2584 -1.0819
O 4.221 -4.924 -8.697 1.1810 1.5665 3.4053 -0.6544
H 5.250 -2.434 -8.461 -0.1686 0.5916 -0.1442 0.2754
H 5.104 -1.488 -6.916 0.3534 -0.2662 -0.0429 0.3394
H 3.664 -2.036 -7.695 -0.0207 0.0988 -0.4839 0.2679
H 5.062 -3.590 -5.900 -0.0743 0.0134 -0.2303 0.2519
H 4.775 -6.897 -7.229 0.0759 0.3869 -0.4210 0.3074
H 4.040 -6.210 -5.867 -0.3817 0.6657 -0.0021 0.2508
H 5.730 -6.016 -6.076 0.2038 0.3551 -0.0844 0.3532
C 3.596 10.518 6.452 -0.6101 -1.1963 0.7444 -0.9029
N 3.054 9.334 5.806 2.1664 0.4190 0.2214 -0.0925
C 1.867 9.212 5.279 -1.9330 -3.2542 -2.1181 0.7067
C 0.961 10.399 5.355 -1.0848 0.6187 -1.4890 -1.0179
O 1.565 8.111 4.715 0.0620 2.7012 1.2773 -0.7108
H 4.590 10.184 6.751 0.0861 0.7968 0.0775 0.3127
H 2.959 10.607 7.332 0.4427 0.7897 0.3435 0.3451
H 3.558 11.432 5.861 0.3093 -0.2117 -0.0643 0.2433
H 3.665 8.536 5.714 -0.2040 0.0105 -0.1538 0.2373
H 0.169 10.359 6.103 0.5572 0.0273 0.4976 0.2550
H 0.367 10.452 4.442 -0.0434 -0.6754 -0.2608 0.3177
H 1.450 11.368 5.252 0.2635 -0.0614 0.9299 0.3054
C 0.024 3.789 7.442 -0.1512 2.3915 -0.2874 -0.9874
N 0.035 2.430 7.611 -0.2199 -2.6003 -0.1549 -0.0532
C 1.061 1.696 8.065 0.3866 -2.6476 0.2253 0.6961
C 2.184 2.389 8.888 -1.1509 0.7465 -0.1888 -1.1578
O 1.035 0.460 7.863 0.6361 1.9470 0.6390 -0.6803
H 1.052 4.131 7.327 -0.2749 0.6145 0.0694 0.3393
H -0.507 4.241 8.280 0.2152 0.7291 -0.0484 0.2646
H -0.527 3.985 6.522 0.1270 0.4909 0.0414 0.3504
H -0.662 1.931 7.077 0.2928 -0.4868 0.2319 0.2304
H 1.891 3.370 9.262 -0.5761 0.0961 -0.0732 0.3870
H 3.038 2.676 8.274 0.2859 -0.8491 0.0364 0.2981
H 2.377 1.847 9.813 0.4549 -0.4954 -0.5858 0.3123
C 8.067 7.488 6.524 -0.3461 -1.3428 -0.9849 -0.7934
O 7.262 6.398 5.887 0.7879 1.0065 1.4839 -0.3072
C 7.267 5.161 6.613 0.4406 -1.3770 -1.0906 -0.3531
C 7.433 3.964 5.625 -0.2795 -1.1873 -0.8255 -0.7771
O 6.416 3.507 4.659 0.9843 1.4217 1.1180 -0.3416
C 6.002 4.583 3.832 -0.5708 0.2780 0.9871 -0.5461
H 9.137 7.354 6.364 0.1578 -0.8066 0.2570 0.3261
H 7.855 7.552 7.591 -0.1408 0.2295 -0.1312 0.3198
H 7.940 8.416 5.966 -0.9610 -0.0646 0.2067 0.2581
H 6.473 4.935 7.324 -0.7852 0.8314 -0.2678 0.3070
H 8.152 5.025 7.234 0.4521 0.4195 -0.0354 0.4165
H 7.615 3.003 6.105 -0.0578 0.3269 0.9018 0.3856
H 8.382 4.131 5.116 -0.0413 0.3906 -0.5975 0.3948
H 5.271 4.204 3.118 0.5407 -0.0044 -0.3504 0.2705
H 6.858 5.152 3.470 0.0242 -0.2888 -0.7127 0.2830
H 5.465 5.303 4.449 -0.2362 0.1848 0.0558 0.1551
C -3.350 0.334 -6.678 0.2839 -1.0061 1.0701 -0.7972
O -4.021 0.586 -5.407 -0.2767 -0.5953 -0.6490 -0.2879
C -5.094 -0.344 -5.048 0.0237 0.2463 -0.1178 -0.4712
C -5.863 0.183 -3.833 -0.1462 0.8158 -2.2338 -0.6581
O -4.928 0.723 -2.949 -1.8082 -0.3983 0.5939 -0.2126
C -5.664 1.546 -2.087 1.1130 1.8956 1.4170 -0.8792
H -2.906 -0.660 -6.636 -0.5646 -0.5763 -0.2694 0.3062
H -2.420 0.883 -6.824 -0.3720 0.9796 0.7504 0.2804
H -3.923 0.481 -7.593 -0.5561 -0.1022 0.2832 0.3056
H -4.830 -1.352 -4.729 1.2016 -0.1420 -0.5202 0.2867
H -5.769 -0.446 -5.897 -0.1421 -0.0380 -0.0666 0.3640
H -6.646 -0.460 -3.431 0.8225 -1.3284 0.6259 0.4620
H -6.609 0.886 -4.204 0.5057 1.4196 -0.1547 0.3654
H -5.927 2.505 -2.533 -0.0932 0.0369 -0.6560 0.3506
H -4.989 1.849 -1.287 0.0305 -0.2309 0.2184 0.2595
H -6.587 1.213 -1.612 0.0114 -0.9877 -0.2630 0.3261
C -0.045 2.129 1.509 -0.1062 -0.3265 -0.8466 -0.5593
O -0.096 1.709 0.151 -0.5683 -0.4347 -0.9039 -0.3576
C -0.281 0.283 -0.010 0.3756 0.6703 0.9728 -0.0385
C -0.622 -0.255 -1.387 0.1206 0.4153 -0.2286 -0.4971
O 0.450 -1.090 -1.837 -0.4346 -0.4567 -0.6325 -0.3393
C 0.325 -1.638 -3.187 0.1713 1.3828 1.1888 -0.6480
H -0.167 3.212 1.502 0.2576 -0.0561 0.0452 0.2411
H 0.909 1.824 1.939 0.0572 0.1149 0.3194 0.2484
H -0.872 1.708 2.081 -0.0687 -0.1752 0.1579 0.2343
H -1.119 -0.015 0.619 0.1347 -0.0010 0.5166 0.0103
H 0.649 -0.178 0.322 -0.0686 -0.4456 0.1414 0.2667
H -0.874 0.566 -2.058 0.4415 0.2049 -0.3878 0.3510
H -1.577 -0.765 -1.263 0.0824 -0.7210 -0.2873 0.3021
H -0.432 -2.416 -3.285 -0.1607 0.0638 0.1820 0.2577
H 1.301 -2.035 -3.467 -0.0617 -0.0216 0.2126 0.2210
H 0.109 -0.777 -3.819 -0.2057 -0.2240 -0.4509 0.3079
C -0.649 -5.508 -9.180 -0.5896 0.4667 -0.6639 -0.7543
O -1.284 -6.050 -10.366 0.4621 -0.0032 0.6462 -0.3375
C -0.308 -6.573 -11.249 1.4105 -0.6842 0.0410 -0.6090
C -0.888 -7.287 -12.471 -1.7872 1.1269 1.3238 -0.4433
O -1.767 -6.357 -13.055 -0.3961 0.5154 -2.0917 -0.3316
C -2.508 -6.946 -14.169 0.0009 1.1507 1.5172 -0.7354
H 0.025 -6.204 -8.680 0.4354 -0.0435 -0.4807 0.3042
H -1.336 -5.212 -8.387 -0.8327 -0.4070 -0.4532 0.2900
H -0.217 -4.550 -9.469 0.7983 -0.1908 0.0595 0.3045
H 0.377 -7.207 -10.685 -0.3411 -1.0388 0.2144 0.4451
H 0.488 -5.905 -11.580 -0.5837 1.3144 -0.3014 0.3803
H -1.618 -8.017 -12.121 0.8083 -1.2093 0.1290 0.3125
H -0.174 -7.596 -13.235 0.3820 -0.4674 0.5083 0.3454
H -3.507 -7.142 -13.781 -0.1194 -0.4368 -0.1246 0.2577
H -2.047 -7.860 -14.544 0.0651 0.1287 -0.1283 0.3388
H -2.630 -6.167 -14.921 0.3057 -0.2149 -0.1844 0.2327
C -3.717 -1.007 6.835 -0.6662 0.2461 -0.6898 -0.7650
O -3.298 -0.603 5.512 0.1735 -0.1112 1.3376 -0.3422
C -3.610 -1.567 4.549 -0.1176 -0.2595 -1.0409 -0.1988
C -5.101 -1.736 4.437 -0.2213 -0.4298 1.5858 -0.5321
O -5.520 -2.603 3.439 -0.0826 -0.8207 0.4866 -0.3987
C -5.630 -2.024 2.190 0.5242 0.8680 -0.1261 -0.6073
H -4.784 -0.856 6.996 -0.3221 0.1002 -0.3541 0.2923
H -3.282 -0.371 7.607 0.7209 -0.3570 -0.2945 0.2270
H -3.581 -2.084 6.931 0.5686 0.0268 0.4749 0.3646
H -3.233 -2.577 4.706 0.6874 -0.0163 0.5140 0.2694
H -3.193 -1.218 3.604 0.0942 0.1115 -0.0200 0.2196
H -5.503 -0.725 4.496 -0.7438 0.0933 -0.6274 0.3651
H -5.428 -2.273 5.327 -0.0905 0.3415 0.3392 0.2975
H -4.958 -1.166 2.205 0.0814 0.2374 -0.7404 0.2691
H -6.643 -1.640 2.073 -0.1372 -0.1828 -0.5977 0.2788
H -5.285 -2.749 1.453 -0.4354 0.1846 -0.2502 0.2582
C 1.071 -6.280 -0.712 0.9115 -0.3330 0.9192 -0.7414
O 0.157 -7.335 -0.920 -0.4150 0.5037 0.2461 -0.3263
C -0.777 -7.116 -1.947 1.4671 -0.3689 -2.3949 -0.3792
C -0.012 -7.340 -3.367 -1.4970 -1.0093 1.2587 -0.5253
O 0.436 -8.720 -3.491 -1.4099 0.3584 -0.5058 -0.3399
C -0.655 -9.543 -3.961 -0.0542 -0.7263 -0.4366 -0.8581
H 0.662 -5.320 -0.394 -0.6342 0.0901 -0.4650 0.3114
H 1.810 -6.144 -1.501 -0.3015 0.0709 -0.4655 0.2903
H 1.683 -6.560 0.145 -0.0700 -0.3112 0.0808 0.2878
H -1.191 -6.107 -1.966 -0.0028 0.2614 0.2590 0.3042
H -1.599 -7.825 -1.856 0.1869 -0.0756 0.1609 0.3097
H 0.788 -6.602 -3.429 0.4003 -0.5664 -0.0010 0.3188
H -0.660 -7.205 -4.232 -0.3221 0.5814 0.1473 0.3741
H -1.488 -9.772 -3.296 0.4659 0.2213 1.0583 0.3111
H -0.317 -10.506 -4.343 0.7661 -0.0194 0.5938 0.3314
H -1.245 -9.247 -4.828 0.5188 1.3529 -0.4558 0.3321

10
Properties=species:S:1:pos:R:3:forces:R:3:mulliken_spin:R:1 method="wB97M-V/def2-TZVPD" orbital_gap_ev="5.2 / 7.1" max_force_ev_per_a=2.20 multiplicity=2 e_lumo_ev="-0.13 / -0.36"
C -1.164 -1.530 0.975 -0.0740 0.1911 -0.1741 0.0050
C -0.679 -0.275 0.931 -0.2253 -0.4480 0.0015 0.0062
O 0.569 0.063 0.656 0.8242 1.1975 0.1795 -0.0598
Sr 2.085 1.872 1.047 -0.6342 -0.9729 -0.1733 1.0665
H -0.513 -2.395 0.835 -0.2019 0.2824 -0.0737 0.0005
H -2.239 -1.686 1.062 0.3397 0.0103 0.2395 -0.0003
H -1.364 0.562 1.148 0.0010 -0.1938 -0.1755 0.0056
O 2.075 1.355 -1.631 -0.5445 -0.8025 0.5577 -0.0276
C 1.063 1.039 -2.145 0.4121 1.6218 -1.4266 0.0068
O 0.167 0.994 -2.876 0.1028 -0.8859 1.0449 -0.0028

21
Properties=species:S:1:pos:R:3:forces:R:3:mulliken_charge:R:1 method="wB97M-V/def2-TZVPD" orbital_gap_ev=7.6 max_force_ev_per_a=3.00 e_lumo_ev=0.15
C -0.572 1.506 -0.733 -1.6473 -0.0944 0.2223 0.1694
C 1.660 -0.453 -1.173 2.1975 -2.0250 -0.3121 -0.3178
C 0.765 1.588 -0.373 1.2748 1.9769 1.8308 -0.0530
C -1.849 -1.733 0.462 -0.6531 -0.2411 0.3523 0.0711
C -2.736 -1.557 1.640 1.0362 -1.2948 1.6647 -0.7569
C 2.898 1.029 0.319 2.2810 -1.0981 -0.8616 -0.9137
N 1.737 0.651 -0.510 0.3188 1.3687 0.6093 0.2102
O -0.805 0.773 -1.850 2.8535 -0.4102 0.0543 -0.4814
O -1.465 2.025 -0.083 -0.2583 0.1079 -0.6148 -0.6335
S -1.184 -3.036 -0.141 0.6860 -1.4344 0.0134 -0.2763
H 0.698 -0.657 -1.526 -0.9053 -0.5183 -0.8492 0.3224
H 2.505 -1.222 -1.372 -1.3735 1.8979 0.9208 0.1968
H 0.999 2.460 0.304 -0.3594 -1.5163 -0.7987 0.1847
H -1.778 -0.925 -0.208 -0.0113 1.6033 -0.2833 0.1621
H -2.426 -0.681 2.233 0.1317 -0.2764 -0.1365 0.2722
H -2.760 -2.508 2.355 -0.3050 2.0501 -1.8067 0.2650
H -3.660 -1.224 1.196 -0.8567 -0.3551 0.2181 0.2791
H 2.944 2.101 0.572 -0.1354 -0.6245 -0.6424 0.3172
H 2.887 0.476 1.260 -0.2614 -0.0772 -0.1521 0.3248
H 3.823 0.674 -0.256 -1.1097 0.7615 0.8879 0.3158
H -1.681 0.713 -2.115 -2.9031 0.1994 -0.3164 0.3418